DFT (ωB97M-V with the def2-TZVPD basis set) results for a structure of composition C3H7N3 in a non-equilibrium geometry.

Values from the calculation:
E_tot = -282.53328 hartree
gap between HOMO and LUMO = 9.131 eV
lowest unoccupied orbital energy = 0.034 Ha
HOMO energy = -0.3020 Ha
multiplicity = 1
charge = 0

Last column: Löwdin charge in e.
Positions of all 13 atoms, in Å:
C -0.67 0.68 -0.11  -0.267
C 1.61 -0.43 -0.11  -0.263
C 2.96 -0.21 0.06  -0.080
H -3.52 -1.36 -0.41  0.199
H -3.31 0.14 0.85  0.103
H -1.36 1.57 -0.77  0.175
H 1.14 1.49 0.51  0.208
H 1.57 -1.62 -0.15  0.135
H 3.63 0.71 0.38  0.066
H 3.60 -1.31 -0.20  0.114
N -2.81 -0.26 -0.10  -0.182
N -1.46 -0.34 0.27  -0.147
N 0.68 0.62 -0.06  -0.061